#P
This record from the Open Molecules 2025 dataset describes one molecule with the formula C3H6ClN. The level of theory is ωB97M-V/def2-TZVPD.

Calculated values
- Multiplicity: 1
- HOMO-LUMO gap: 10.220 eV
- Net charge: 0
- LUMO: 0.977 eV
- Structure (SMILES): C[C@H]1CN1Cl

```
11
C3H6ClN ωB97M-V/def2-TZVPD
C -0.39726 1.26942 -0.12559
C -0.04671 -0.17732 0.38671
C 1.04936 -0.90007 -0.19730
N -1.20842 0.00259 -0.46429
Cl -2.84632 -0.24550 0.08522
H -0.76558 1.91990 0.57410
H 0.13655 1.86541 -0.84545
H -0.19456 -0.24638 1.53122
H 1.40129 -0.81652 -1.32697
H 0.88839 -2.01762 -0.01826
H 1.98326 -0.65389 0.40063
```

=====

#Q
This record from the Open Molecules 2025 dataset describes a 2-piece molecular cluster, C3H6ClN overall. The level of theory is ωB97M-V/def2-TZVPD.

Calculated values
- Multiplicity: 1
- HOMO-LUMO gap: 11.572 eV
- Net charge: 0
- LUMO: 0.735 eV
- Structure (SMILES): CC#N.CCl

```
11
C3H6ClN ωB97M-V/def2-TZVPD
C 1.72398 -1.43979 -1.50962
C -1.51891 0.80699 0.47120
C -1.24719 1.54778 1.62266
N -1.93893 0.19053 -0.38125
Cl 1.85946 -2.26331 0.18026
H 2.60246 -1.33188 -2.14222
H 1.05057 -1.98154 -2.25022
H 1.18902 -0.54770 -1.62361
H -0.38657 0.92015 1.91654
H -2.15349 1.50082 2.18237
H -1.18041 2.59795 1.53390
```

=====

Which structure wins on stability? #Q wins.

=====

#P
This record from the Open Molecules 2025 dataset describes a 2-piece molecular cluster, C3H6ClN overall. The level of theory is ωB97M-V/def2-TZVPD.

Calculated values
- Multiplicity: 1
- HOMO-LUMO gap: 10.020 eV
- Net charge: 0
- LUMO: 0.899 eV

```
11
C3H6ClN ωB97M-V/def2-TZVPD
C 1.60373 0.65472 0.78965
C 1.60534 0.90988 -0.47558
C -2.39197 -0.53608 0.36989
N -1.73480 -1.53492 -0.10183
Cl -2.44926 0.79188 -0.83020
H 2.49572 0.79427 1.47332
H 0.64911 0.40149 1.32757
H 0.71731 0.88160 -1.05881
H 2.42325 1.51278 -0.97106
H -1.37015 -1.51583 -0.96513
H -1.54828 -2.35981 0.44218
```

=====

#Q
This record from the Open Molecules 2025 dataset describes one molecule with the formula C3H6ClN. The level of theory is ωB97M-V/def2-TZVPD.

Calculated values
- Multiplicity: 1
- HOMO-LUMO gap: 10.548 eV
- Net charge: 0
- LUMO: 1.060 eV
- Structure (SMILES): NC1(Cl)CC1

```
11
C3H6ClN ωB97M-V/def2-TZVPD
C -0.40447 -0.19536 -1.08077
C -0.20633 -1.16850 0.07967
C 0.49795 0.20332 0.12435
N -0.09869 1.14672 0.91249
Cl 2.28840 0.15777 -0.14047
H -0.13791 -0.34112 -2.04939
H -1.37459 0.35970 -1.21462
H -0.80696 -1.36817 0.95896
H 0.37993 -2.02320 -0.00172
H -0.20439 1.13293 1.90101
H 0.06704 2.09591 0.51048
```

=====

#R
This record from the Open Molecules 2025 dataset describes one molecule with the formula C3H6ClN. The level of theory is ωB97M-V/def2-TZVPD.

Calculated values
- Multiplicity: 1
- HOMO-LUMO gap: 10.358 eV
- Net charge: 0
- LUMO: 0.633 eV
- Structure (SMILES): C[C@H]1CN1Cl

```
11
C3H6ClN ωB97M-V/def2-TZVPD
C 0.45921 1.22777 0.03997
C 0.03950 -0.12256 -0.39258
C -1.16712 -0.88376 0.26035
N 1.08499 0.07454 0.55262
Cl 2.76914 -0.22600 -0.07379
H 0.99680 1.76924 -0.64925
H -0.11707 1.85253 0.71729
H 0.01784 -0.39530 -1.52670
H -1.23581 -0.61101 1.26320
H -0.85424 -1.91022 0.17823
H -1.99325 -0.77524 -0.36935
```

=====

Which structure wins on stability? #Q wins.

=====

#P
This record from the Open Molecules 2025 dataset describes one molecule with the formula C2H2OS. The level of theory is ωB97M-V/def2-TZVPD.

Calculated values
- Multiplicity: 1
- HOMO-LUMO gap: 10.459 eV
- Net charge: 0
- LUMO: 0.628 eV
- Structure (SMILES): O=C1CS1

```
6
C2H2OS ωB97M-V/def2-TZVPD
C 1.72296 -0.57812 0.04664
C 0.46473 0.01946 0.03467
O 2.33377 -1.55916 -0.02357
S 1.84824 1.19530 -0.02189
H -0.08165 -0.05353 -0.84850
H -0.28445 -0.02720 0.79959
```

=====

#Q
This record from the Open Molecules 2025 dataset describes one molecule with the formula C2H2OS. The level of theory is ωB97M-V/def2-TZVPD.

Calculated values
- Multiplicity: 1
- HOMO-LUMO gap: 8.544 eV
- Net charge: 0
- LUMO: -0.782 eV
- Structure (SMILES): O=C=CS

```
6
C2H2OS ωB97M-V/def2-TZVPD
C 0.03609 1.42388 0.24639
C 0.19059 0.10653 0.00629
O -0.24195 2.47780 0.64900
S -0.23560 -1.67255 -0.94836
H 1.25861 0.02822 0.02807
H -1.00774 -2.36388 0.01861
```

=====

#R
This record from the Open Molecules 2025 dataset describes a 2-piece molecular cluster, C2H2OS overall. The level of theory is ωB97M-V/def2-TZVPD.

Calculated values
- Multiplicity: 1
- HOMO-LUMO gap: 8.274 eV
- Net charge: 0
- LUMO: -0.700 eV

```
6
C2H2OS ωB97M-V/def2-TZVPD
C -2.22149 0.07283 -0.09811
C 1.19013 0.14386 0.08175
O -1.93071 -1.02315 -0.01381
S 0.21224 1.41559 -0.07274
H 1.87579 -0.01163 -0.73169
H 0.87404 -0.59751 0.83460
```

=====

Which structure wins on stability? #P wins.

=====

#P
This record from the Open Molecules 2025 dataset describes a 4-piece molecular cluster, C12H12F4O12 overall. The level of theory is ωB97M-V/def2-TZVPD.

Calculated values
- Multiplicity: 1
- HOMO-LUMO gap: 11.324 eV
- Net charge: 0
- LUMO: -0.013 eV
- Structure (SMILES): O=C1OC[C@@H](F)O1.O=C1OC[C@@H](F)O1.O=C1OC[C@@H](F)O1.O=C1OC[C@@H](F)O1

```
40
C12H12F4O12 ωB97M-V/def2-TZVPD
C -1.30209 1.99650 -4.13214
C -0.58775 2.28743 -5.43759
O -1.13263 3.51069 -5.85149
C -2.21544 3.83762 -5.09160
O -2.93086 4.75237 -5.30561
O -2.33180 2.98583 -4.05058
F -0.82873 1.32095 -6.36718
H -0.69055 1.97725 -3.23135
H -1.78874 1.01845 -4.16183
H 0.49001 2.41211 -5.35935
C -1.55661 -3.69726 6.02056
C -3.07688 -3.83846 6.00251
O -3.39151 -3.12099 4.83539
C -2.48937 -2.10410 4.74220
O -2.61804 -1.10910 4.11568
O -1.37300 -2.41323 5.46811
F -3.64056 -3.20178 7.06923
H -1.17456 -4.47820 5.35217
H -1.11689 -3.85672 6.99950
H -3.46733 -4.84813 5.93997
C -0.10318 -1.00168 1.63258
C -0.96272 0.24887 1.64010
O -0.99841 0.61226 0.28705
C 0.05966 0.04841 -0.34357
O 0.39535 0.27767 -1.46125
O 0.70520 -0.81008 0.47415
F -0.36135 1.25115 2.34185
H -0.69166 -1.91543 1.56214
H 0.48529 -1.03317 2.54829
H -1.93882 0.05876 2.07964
C 3.37772 0.41710 -2.38743
C 3.67430 0.78548 -0.94531
O 4.65120 1.77506 -1.08081
C 5.28746 1.60899 -2.28990
O 6.22439 2.23241 -2.64522
O 4.65767 0.65024 -3.00571
F 4.18956 -0.26601 -0.24495
H 2.66624 1.09510 -2.84939
H 3.09841 -0.62852 -2.46227
H 2.80700 1.16218 -0.40659
```

=====

#Q
This record from the Open Molecules 2025 dataset describes C12H12F4O12 as an isolated structure. The level of theory is ωB97M-V/def2-TZVPD.

Calculated values
- Multiplicity: 1
- HOMO-LUMO gap: 9.461 eV
- Net charge: 0
- LUMO: 0.109 eV

```
40
C12H12F4O12 ωB97M-V/def2-TZVPD
C -0.12842 -0.02317 -0.68661
C 0.89767 0.82877 -0.00594
O 0.15669 1.61571 0.87010
C -1.03237 1.80253 0.33704
O -1.88080 2.62271 0.72956
O -1.23858 0.89149 -0.66370
F 1.44769 1.44612 -1.11408
H -0.28458 -0.98697 -0.20204
H -0.00483 -0.22631 -1.75036
H 1.71038 0.31334 0.50585
C 0.51715 4.80459 1.33847
C 0.93122 3.67383 0.44154
O 1.34518 2.70435 1.36657
C 1.29819 3.10775 2.59089
O 1.64611 2.48860 3.54287
O 1.15836 4.42487 2.50023
F 1.93891 4.09092 -0.38439
H -0.57210 4.76864 1.35686
H 0.75451 5.79376 0.94692
H 0.04549 3.30205 -0.07361
C -2.31760 -3.92656 2.36658
C -1.15042 -3.21972 3.13569
O -1.02240 -2.05483 2.38580
C -1.44162 -2.22294 1.11619
O -1.36927 -1.39323 0.19425
O -2.09033 -3.42087 1.09499
F -0.01115 -3.93438 3.14245
H -3.30245 -3.48463 2.51779
H -2.24093 -4.99579 2.16917
H -1.55863 -3.12348 4.14178
C 0.05901 -1.79767 -2.75905
C 0.42463 -0.70802 -3.73713
O 1.73319 -1.07846 -4.22698
C 1.98759 -2.36970 -3.89665
O 2.90936 -3.14480 -4.20587
O 1.09952 -2.71634 -3.05074
F 0.54041 0.40578 -2.93334
H -0.96868 -2.15398 -2.82976
H 0.28576 -1.57805 -1.71576
H -0.27166 -0.52609 -4.55577
```

=====

Which structure wins on stability? #P wins.

=====

#P
This record from the Open Molecules 2025 dataset describes a 2-piece molecular cluster, C2H4ClN3 overall. The level of theory is ωB97M-V/def2-TZVPD.

Calculated values
- Multiplicity: 1
- HOMO-LUMO gap (spin up / spin down): 7.067 / 6.985 eV
- Net charge: 0
- LUMO (spin up / spin down): -0.270 / -0.614 eV

```
10
C2H4ClN3 ωB97M-V/def2-TZVPD
C 0.99447 -1.52186 -0.21321
C -0.81797 0.11970 -0.02025
N 0.17538 -0.55001 -0.19157
N -3.04005 -1.08778 0.37222
N -1.18228 1.36842 0.06637
Cl -4.06554 0.06711 -0.01642
H 1.38855 -1.93273 0.70262
H 1.32917 -1.90712 -1.16091
H -0.53308 2.14439 0.09457
H -2.17066 1.56184 0.15840
```

=====

#Q
This record from the Open Molecules 2025 dataset describes a 3-piece molecular cluster, C2H4ClN3 overall. The level of theory is ωB97M-V/def2-TZVPD.

Calculated values
- Multiplicity: 1
- HOMO-LUMO gap: 10.669 eV
- Net charge: 0
- LUMO: 0.386 eV
- Structure (SMILES): N#CN.C#N.Cl

```
10
C2H4ClN3 ωB97M-V/def2-TZVPD
C 1.15274 0.89707 1.76483
C -0.88733 1.52925 -0.65347
N 1.85377 0.48755 1.02792
N -0.23984 2.45109 -0.44539
N -1.85912 0.58207 -0.55275
Cl 1.20812 -3.86097 -1.57047
H 0.40027 1.41530 2.33540
H 2.49883 -3.73677 -1.11445
H -2.18099 0.46863 0.40128
H -1.94646 -0.23322 -1.19290
```

=====

Which structure wins on stability? #Q wins.

=====

#P
This record from the Open Molecules 2025 dataset describes a 2-piece molecular cluster, C2H4O3 overall. The level of theory is ωB97M-V/def2-TZVPD.

Calculated values
- Multiplicity: 1
- HOMO-LUMO gap: 10.362 eV
- Net charge: 0
- LUMO: 0.323 eV

```
9
C2H4O3 ωB97M-V/def2-TZVPD
C -1.67895 -0.56689 -0.29726
C -1.15930 -0.18007 0.96944
O -1.40421 0.75356 0.19611
O 1.67113 -0.07884 -0.36568
O 2.18812 0.98475 0.42818
H -0.92272 -0.78996 -1.05171
H -2.70301 -0.70506 -0.35320
H 3.12666 0.90027 0.23936
H 0.88229 -0.31777 0.23477
```

=====

#Q
This record from the Open Molecules 2025 dataset describes one molecule with the formula C2H4O3. The level of theory is ωB97M-V/def2-TZVPD.

Calculated values
- Multiplicity: 1
- HOMO-LUMO gap: 9.939 eV
- Net charge: 0
- LUMO: 0.791 eV
- Structure (SMILES): OO[C@H]1CO1

```
9
C2H4O3 ωB97M-V/def2-TZVPD
C 0.01086 -1.15892 -0.57627
C -0.64780 0.28568 0.09174
O 0.21569 -0.69830 0.69140
O 0.84206 1.90029 0.77311
O -0.04451 1.40201 -0.26983
H -0.77187 -1.77083 -0.69189
H 0.86111 -1.19477 -1.26259
H -1.78322 0.20950 0.10794
H 1.31768 1.02534 1.13639
```

=====

#R
This record from the Open Molecules 2025 dataset describes a 2-piece molecular cluster, C2H4O3 overall. The level of theory is ωB97M-V/def2-TZVPD.

Calculated values
- Multiplicity: 1
- HOMO-LUMO gap: 10.862 eV
- Net charge: 0
- LUMO: 0.432 eV
- Structure (SMILES): O=C=O.CO

```
9
C2H4O3 ωB97M-V/def2-TZVPD
C -1.02252 -2.03674 1.57476
C 0.14048 0.51378 -0.13857
O -0.03549 -2.19607 1.01018
O -2.02562 -1.93382 2.11204
O 0.96614 -0.14932 -1.07378
H 0.53592 0.44486 0.88089
H -0.88063 0.10897 -0.14003
H 0.08195 1.56598 -0.41033
H 1.20280 -1.00757 -0.71385
```

=====

#S
This record from the Open Molecules 2025 dataset describes a 2-piece molecular cluster, C2H4O3 overall. The level of theory is ωB97M-V/def2-TZVPD.

Calculated values
- Multiplicity: 1
- HOMO-LUMO gap: 10.788 eV
- Net charge: 0
- LUMO: 0.305 eV
- Structure (SMILES): O=CO.C=O

```
9
C2H4O3 ωB97M-V/def2-TZVPD
O 0.16283 0.63314 0.93625
C 0.51065 1.11566 1.97940
H 1.28711 1.89468 2.01964
H 0.25996 0.64677 2.94008
O 0.45609 -1.74538 -1.07173
C -0.40862 -1.25636 -1.72084
O -0.95548 -0.03646 -1.57421
H -0.84889 -1.66088 -2.65518
H -0.46365 0.40883 -0.85341
```

=====

Which structure wins on stability? #R wins.